Record 1
38
Properties=species:S:1:pos:R:3:forces:R:3:nbo_charge:R:1 method="wB97M-V/def2-TZVPD" homo_lumo_gap_ha=0.257 homo_ev=-7.37 total_charge=0
C -1.447 0.062 2.088 -0.083 1.798 -0.430 -0.691
C -0.297 0.468 1.032 -11.247 5.500 -0.020 0.291
C -0.359 1.524 0.029 -5.831 -4.760 4.973 -0.059
N -1.480 2.243 -0.298 -3.586 -0.606 -2.499 -0.363
C -2.709 1.789 -0.690 1.640 8.215 4.586 0.136
C -3.400 0.560 -0.663 -6.497 7.407 4.504 -0.231
C -4.801 0.347 -0.318 3.897 4.787 -1.845 -0.121
C -5.297 -0.755 -0.780 -3.481 -1.640 1.758 -0.289
C -4.508 -1.792 -1.160 5.317 -6.082 -1.539 0.037
N -3.128 -1.709 -1.333 -3.675 3.404 0.764 -0.380
C -2.689 -0.271 -1.141 6.070 -15.490 -5.792 0.029
H -1.687 -0.293 -1.520 0.425 1.042 0.163 0.227
H -4.820 -3.000 -1.313 0.197 3.812 0.434 0.217
H -6.307 -0.852 -0.445 -1.017 -0.798 -0.897 0.230
H -5.324 1.298 -0.291 -0.565 -0.300 1.143 0.227
H -3.481 2.777 -0.541 1.939 -2.500 -1.139 0.168
C 0.847 1.395 -0.490 -1.810 11.052 -8.885 0.507
O 1.173 2.185 -1.381 1.063 0.609 -2.582 -0.664
N 1.685 0.724 0.077 -1.796 -6.181 9.205 -0.232
C 2.781 0.160 -0.185 8.013 0.274 -7.311 0.195
C 3.009 -1.263 -0.391 -9.691 4.482 5.075 -0.297
C 4.156 -1.642 -0.586 13.319 -5.831 -5.187 -0.170
C 5.239 -0.749 -1.145 -1.877 -4.655 2.288 -0.209
C 4.926 0.548 -1.049 5.570 0.272 -4.457 -0.258
C 3.779 1.164 -1.011 -5.266 -9.299 5.053 -0.100
H 3.656 2.073 -0.801 -1.292 7.429 0.674 0.200
H 5.750 0.998 -1.593 0.240 1.540 0.414 0.204
H 6.231 -1.081 -1.582 -1.506 0.147 1.065 0.227
H 4.381 -2.838 -0.626 -0.499 2.998 0.197 0.207
H 2.320 -1.981 0.097 -0.100 0.600 -0.686 0.215
N 0.822 0.034 1.021 9.201 -5.546 1.561 -0.223
C 1.413 -0.460 2.196 1.754 -0.268 3.078 -0.455
H 0.930 -1.225 2.788 -0.923 -0.743 -0.992 0.233
H 1.442 0.278 3.003 0.211 0.815 -0.298 0.198
H 2.434 -0.815 2.129 0.086 0.104 -0.686 0.239
H -2.330 0.900 1.924 2.269 -2.400 0.336 0.255
H -1.767 -0.965 1.650 0.156 1.571 1.552 0.254
H -1.144 0.164 3.297 -0.626 -0.759 -3.576 0.247

Record 2
40
Properties=species:S:1:pos:R:3:forces:R:3:nbo_charge:R:1 method="wB97M-V/def2-TZVPD" homo_lumo_gap_ha=0.301 homo_ev=-8.62 total_charge=0
C 0.168 -2.715 2.392 -0.657 -1.849 0.348 -0.243
H 1.125 -2.995 2.197 3.421 0.230 -0.612 0.197
O -0.291 -2.046 1.336 -0.749 2.642 -3.117 -0.471
C -1.517 -1.491 1.174 4.323 -0.462 -2.509 0.346
C -2.554 -1.819 1.885 1.448 -3.599 9.033 -0.258
C -3.718 -1.222 1.914 -4.813 0.465 -0.160 -0.128
C -4.013 -0.255 0.907 1.923 -5.109 1.578 -0.219
C -3.017 -0.224 -0.082 -0.423 3.847 -0.095 -0.091
C -1.704 -0.685 0.063 -3.183 0.741 0.554 -0.110
C -0.714 -0.211 -0.845 7.572 -4.986 9.472 -0.051
O 0.390 0.478 0.017 -1.044 -0.262 -2.653 -0.511
C 1.589 0.748 -0.696 -5.063 1.604 -0.913 0.325
C 1.751 0.561 -2.139 4.175 2.165 9.115 -0.273
C 3.126 0.812 -2.319 -4.185 -3.458 -8.862 -0.234
C 3.999 1.441 -1.685 5.209 6.943 11.212 0.106
C 3.678 1.993 -0.237 -12.302 -6.822 -10.532 -0.071
C 2.272 1.677 0.114 6.569 0.155 0.131 -0.257
H 2.068 1.901 1.180 -0.760 -0.404 -1.018 0.239
H 4.267 2.243 0.397 7.408 3.846 7.191 0.168
N 5.339 1.907 -1.909 0.579 -2.543 -7.156 -0.219
C 5.923 1.674 -3.308 2.787 2.713 6.820 0.082
N 7.261 2.247 -2.999 -3.504 -3.557 -4.530 -0.262
N 7.315 2.536 -1.767 2.876 2.382 0.805 -0.051
N 6.296 2.496 -1.066 -4.043 -2.312 -0.600 -0.036
H 5.489 1.046 -4.174 0.888 1.600 1.742 0.260
H 3.321 0.532 -3.381 0.739 0.234 0.569 0.208
H 1.090 0.132 -2.732 -2.457 -1.981 -2.751 0.220
H -1.047 0.188 -1.582 -3.767 6.039 -8.553 0.170
H -0.090 -1.010 -1.148 0.291 -1.388 -0.818 0.191
H -3.334 0.605 -0.776 0.938 -1.354 -0.229 0.251
C -5.375 -0.028 0.702 -2.891 6.965 -5.589 0.534
O -5.631 0.705 -0.422 0.263 -3.967 5.315 -0.598
C -6.480 -0.254 1.737 0.364 4.174 -0.215 -0.699
H -7.421 0.342 1.307 2.142 -1.300 1.441 0.265
H -6.636 -1.252 1.677 -1.102 -3.319 0.192 0.220
H -6.114 -0.014 2.840 -0.981 -0.172 -2.451 0.239
H -4.518 -1.754 2.556 1.249 1.684 -0.739 0.223
H -2.225 -2.312 3.128 -1.067 0.723 -4.218 0.191
H 0.111 -2.279 3.317 -0.365 1.455 2.308 0.176
H -0.180 -3.698 2.425 -1.806 -1.764 0.493 0.171

Record 3
39
Properties=species:S:1:pos:R:3:forces:R:3:nbo_charge:R:1 method="wB97M-V/def2-TZVPD" homo_lumo_gap_ha=0.271 smiles="Cc1ccc2c(c1)/C(=N/NC(N)=S)C(=O)N2Cc1ccccc1" homo_ev=-8.12 total_charge=0
C -0.075 -5.344 0.703 -0.061 0.005 0.068 -0.623
C -0.358 -3.948 0.235 -0.018 -0.051 -0.026 -0.042
C 0.632 -2.972 0.274 -0.224 0.260 -0.135 -0.160
C 0.332 -1.691 -0.153 -0.481 -0.454 0.004 -0.118
C -0.959 -1.374 -0.620 0.486 -0.721 0.273 0.250
C -1.949 -2.334 -0.658 -0.014 0.173 -0.041 -0.282
C -1.628 -3.614 -0.228 0.152 0.042 0.023 -0.172
H -2.392 -4.378 -0.252 -0.080 -0.085 -0.010 0.212
H -2.946 -2.107 -1.004 -0.108 0.045 -0.035 0.223
N -1.004 -0.037 -0.998 -0.015 0.199 -0.115 -0.432
C 0.209 0.562 -0.795 0.080 0.674 -0.210 0.632
C 1.115 -0.482 -0.240 0.733 0.337 0.141 0.070
N 2.351 -0.343 0.102 -0.496 -0.469 -0.029 -0.172
N 2.947 0.834 -0.032 -0.611 0.325 -0.274 -0.415
C 4.251 0.997 0.336 0.653 -0.031 0.210 0.261
N 4.868 -0.089 0.825 -0.411 -0.187 -0.077 -0.787
H 5.827 -0.024 1.114 -0.062 0.099 -0.048 0.419
H 4.351 -0.951 0.899 0.101 -0.023 0.037 0.412
S 4.975 2.466 0.167 0.113 0.328 -0.053 -0.219
O 0.475 1.727 -1.044 0.068 -0.144 0.093 -0.600
H 2.439 1.640 -0.406 0.107 -0.187 0.082 0.442
C -2.150 0.675 -1.504 -0.107 0.194 -0.106 -0.237
C -2.992 1.303 -0.417 -0.010 0.064 -0.009 -0.056
C -3.668 2.488 -0.678 0.026 -0.112 -0.031 -0.198
C -4.452 3.079 0.296 -0.069 0.061 -0.005 -0.201
C -4.565 2.494 1.546 -0.053 0.039 0.051 -0.213
C -3.892 1.315 1.813 -0.018 -0.036 0.072 -0.218
C -3.111 0.720 0.837 0.041 -0.018 -0.040 -0.164
H -2.589 -0.199 1.061 0.051 -0.060 0.031 0.204
H -3.972 0.854 2.787 -0.009 -0.031 0.076 0.213
H -5.172 2.957 2.310 -0.045 0.040 0.059 0.215
H -4.970 4.002 0.082 -0.034 0.079 -0.014 0.215
H -3.575 2.952 -1.649 0.034 0.071 -0.103 0.211
H -2.757 -0.016 -2.100 0.139 0.061 0.002 0.217
H -1.770 1.463 -2.162 -0.092 -0.157 0.032 0.242
H 1.624 -3.203 0.629 0.134 -0.059 0.045 0.217
H 0.995 -5.522 0.767 0.062 -0.079 0.013 0.215
H -0.507 -5.502 1.691 0.021 -0.093 0.062 0.220
H -0.514 -6.074 0.027 0.019 -0.099 -0.014 0.218

Record 4
46
Properties=species:S:1:pos:R:3:forces:R:3:nbo_charge:R:1 method="wB97M-V/def2-TZVPD" homo_lumo_gap_ha="0.291 / 0.265" spin_multiplicity=3 s2=2.006 homo_ev="-5.45 / -5.35" total_charge=-1
Pd -0.396 -0.154 0.042 -0.016 0.167 -0.189 1.202
S 0.193 -0.562 2.501 -0.035 -0.010 0.006 -0.156
C 1.702 -0.349 1.753 -0.040 0.017 0.018 -0.086
N 1.746 -0.081 0.470 -0.070 -0.002 0.006 -0.602
C 3.026 0.094 -0.009 0.023 0.018 0.038 0.201
C 3.377 0.411 -1.317 -0.038 -0.015 0.016 -0.239
C 4.717 0.551 -1.626 0.028 0.003 -0.026 -0.197
C 5.704 0.385 -0.653 0.018 -0.008 0.005 -0.238
C 5.364 0.074 0.654 -0.015 0.009 -0.012 -0.216
C 4.020 -0.068 0.967 0.025 0.000 0.015 -0.249
S 3.281 -0.436 2.504 -0.019 0.005 -0.014 0.375
H 2.600 0.535 -2.061 0.009 0.003 0.005 0.232
H 5.005 0.786 -2.642 -0.002 0.002 0.000 0.206
H 6.747 0.498 -0.920 -0.001 0.002 -0.003 0.206
H 6.126 -0.053 1.412 0.008 0.000 -0.006 0.212
O -1.929 -3.748 -1.194 0.131 0.077 -0.001 -0.668
C -0.977 -2.972 -1.173 -0.196 -0.119 -0.049 0.767
O -0.620 -2.261 -0.168 0.056 0.030 0.055 -0.804
C -0.112 -2.877 -2.420 0.019 -0.034 -0.054 -0.147
C -0.608 -3.365 -3.622 0.025 0.010 -0.018 -0.184
C 0.134 -3.301 -4.805 0.018 0.020 0.013 -0.275
C 1.386 -2.745 -4.715 0.011 -0.009 -0.004 0.214
O 2.320 -2.580 -5.715 -0.040 -0.024 0.015 -0.494
C 3.427 -1.922 -5.106 0.036 0.027 -0.008 0.240
O 3.171 -1.796 -3.715 -0.018 -0.029 -0.009 -0.502
C 1.893 -2.278 -3.518 0.004 -0.004 -0.022 0.272
C 1.173 -2.324 -2.353 0.009 -0.004 0.047 -0.261
H -1.598 -3.801 -3.615 -0.002 0.003 0.017 0.241
H -0.250 -3.671 -5.745 -0.006 -0.001 -0.001 0.219
H 3.544 -0.927 -5.548 -0.008 -0.003 0.001 0.146
H 4.329 -2.521 -5.258 -0.005 0.007 0.001 0.154
H 1.563 -1.962 -1.412 0.005 0.009 0.004 0.246
C -3.383 1.168 1.708 0.014 0.056 0.029 -0.896
S -2.636 1.697 0.195 0.102 0.020 -0.102 2.391
O -3.458 2.740 -0.361 -0.043 0.021 0.033 -0.977
O -2.578 0.464 -0.643 -0.027 -0.079 0.113 -1.049
O -1.255 2.088 0.523 0.090 -0.137 0.012 -1.015
H -4.402 0.856 1.492 -0.005 -0.003 0.007 0.236
H -3.370 2.013 2.393 -0.030 -0.013 0.021 0.234
H -2.800 0.341 2.108 -0.005 0.000 0.010 0.244
C -0.410 0.331 -3.656 0.031 0.016 -0.028 -0.244
O -0.468 0.797 -2.315 0.044 -0.082 0.048 -0.764
H -0.970 0.999 -4.317 0.012 0.006 0.000 0.163
H -0.794 -0.685 -3.757 -0.008 0.018 0.011 0.184
H 0.635 0.337 -3.963 0.002 0.004 0.008 0.169
H -1.401 0.859 -2.048 -0.092 0.024 -0.008 0.507

Record 5
48
Properties=species:S:1:pos:R:3:forces:R:3:nbo_charge:R:1 method="wB97M-V/def2-TZVPD" homo_lumo_gap_ha=0.227 homo_ev=-7.31 total_charge=0
Pt 0.146 -2.119 0.108 0.694 0.375 0.362 0.896
B 2.595 -3.898 2.016 0.035 -0.187 -0.079 0.165
N 2.946 -3.055 0.752 0.037 0.329 0.194 -0.250
C 4.192 -2.983 0.286 -0.046 -0.236 -0.172 0.021
C 4.175 -2.418 -0.978 0.012 -0.056 -0.036 -0.332
C 2.840 -2.150 -1.210 -0.017 0.075 0.078 -0.034
N 2.112 -2.492 -0.136 -0.105 0.026 -0.103 -0.312
N 1.054 -4.139 2.140 -0.057 0.131 0.165 -0.263
C 0.575 -4.939 3.094 0.007 -0.068 -0.036 0.019
C -0.805 -4.979 3.012 -0.015 0.026 0.027 -0.333
C -1.105 -4.142 1.955 0.026 0.003 -0.020 -0.030
N 0.026 -3.634 1.439 -0.272 -0.418 -0.341 -0.308
H 3.074 -4.988 1.823 0.090 0.027 0.113 -0.035
H 3.026 -3.377 3.009 -0.114 0.109 -0.005 -0.029
H 5.001 -3.407 0.856 -0.001 0.020 0.014 0.238
H 5.005 -2.262 -1.643 -0.001 0.018 0.004 0.245
H 2.361 -1.752 -2.084 0.010 -0.110 -0.066 0.215
H 1.256 -5.429 3.768 0.002 -0.013 -0.012 0.237
H -1.488 -5.527 3.636 0.000 -0.010 -0.009 0.243
H -2.061 -3.874 1.548 -0.004 -0.034 -0.028 0.210
C -4.425 -1.809 -0.303 0.002 0.037 -0.019 -0.733
C -2.986 -1.899 -0.135 -0.005 0.017 -0.003 0.491
N -1.855 -1.961 0.013 -0.020 -0.055 0.106 -0.428
H -4.771 -2.625 -0.936 0.000 0.003 -0.004 0.278
H -4.673 -0.855 -0.768 0.001 0.001 0.000 0.289
H -4.908 -1.869 0.671 0.001 0.000 0.001 0.281
O -3.695 5.274 0.337 0.002 0.001 -0.002 -1.011
S -2.978 6.490 0.001 -0.010 0.001 0.007 2.399
O -2.363 7.169 1.125 -0.001 -0.001 -0.002 -0.993
O -3.628 7.337 -0.973 0.000 0.001 -0.003 -0.987
C -1.507 5.871 -0.883 0.011 -0.002 -0.003 0.155
N -0.799 6.709 -1.649 -0.002 -0.002 -0.001 -0.390
C 0.257 6.206 -2.264 -0.001 0.000 0.000 0.083
C 0.642 4.872 -2.152 0.012 0.006 0.013 -0.301
C -0.144 4.099 -1.318 -0.012 -0.007 -0.016 0.138
N -1.199 4.597 -0.688 -0.017 -0.005 -0.017 -0.443
C 0.064 2.650 -1.061 0.014 0.018 0.007 0.141
C 1.079 1.879 -1.611 -0.014 -0.003 -0.030 -0.252
C 1.136 0.525 -1.351 -0.063 -0.064 -0.034 0.054
N 0.256 -0.118 -0.569 -0.312 0.011 -0.159 -0.485
C -0.696 0.653 0.008 0.102 0.040 0.048 0.034
C -0.827 1.998 -0.211 -0.001 0.010 0.032 -0.232
H 0.827 6.891 -2.884 0.000 0.000 -0.001 0.195
H 1.499 4.492 -2.689 0.006 0.001 0.009 0.212
H 1.830 2.309 -2.258 0.001 -0.008 -0.004 0.231
H 1.922 -0.055 -1.791 0.019 -0.001 -0.013 0.207
H -1.370 0.164 0.689 0.010 0.000 0.042 0.209
H -1.615 2.572 0.261 -0.004 -0.006 -0.002 0.294

These records have ΔE to the lowest compared entry with this formula, charge and spin values of 350.7, 386.5, 2.2, 1.3, 0.0 kcal/mol, in the order they appear.
These records have energy values of -951.1112, -1101.6407, -1349.9006, -2636.6436, -1864.1290 a.u., in the order they appear.